{"formula": "C3H7KO5", "method": "ωB97M-V/def2-TZVPD", "relative_energy_kcal_mol": 0.0, "e_tot_ha": -1094.5852, "total_charge": -2, "molar_mass_g_mol": 162.2, "elements": ["O", "O", "H", "O", "K", "O", "O", "H", "C", "H", "C", "H", "H", "H", "C", "H"], "coordinates": [[-1.5754, 1.3498, 0.5965], [0.1465, -2.5739, 0.8438], [-1.3071, 3.2759, 1.3884], [1.5620, 1.1077, -4.1817], [1.1384, 0.2068, 0.6128], [1.1788, 2.4211, -2.4382], [0.6055, 0.2327, -2.3089], [1.4019, -3.7910, 1.8311], [-1.7633, 2.2836, 1.5844], [-1.4350, 1.9742, 2.6024], [1.0982, 1.2309, -2.8681], [0.0457, -4.6232, 0.8672], [-2.8465, 2.4821, 1.7384], [1.7048, 2.0858, -4.1867], [0.3450, -3.7758, 1.5115], [-0.2997, -3.8867, 2.4071]]}

{"formula": "C3H7N", "method": "ωB97M-V/def2-TZVPD", "relative_energy_kcal_mol": 6.5, "e_tot_ha": -173.1658, "total_charge": -1, "spin_multiplicity": 2, "molar_mass_g_mol": 57.1, "elements": ["H", "H", "H", "H", "C", "H", "N", "H", "C", "H", "C"], "coordinates": [[-1.7214, -0.3152, 0.4341], [-1.7611, 1.4186, 0.5342], [-0.2241, -1.8538, -0.9723], [1.5226, 0.6757, -0.8986], [0.7495, 0.0184, -0.4855], [0.5854, 1.4395, 0.9046], [0.1512, 0.5738, 0.5943], [-1.3988, 0.4765, 2.0166], [0.5975, -1.1690, -1.1003], [1.3375, -1.3236, -1.8802], [-1.2530, 0.5373, 0.9396]]}

{"formula": "C3H7N", "method": "ωB97M-V/def2-TZVPD", "relative_energy_kcal_mol": 113.5, "e_tot_ha": -173.0612, "total_charge": 0, "molar_mass_g_mol": 57.1, "elements": ["N", "C", "H", "H", "C", "H", "H", "H", "H", "C", "H"], "coordinates": [[0.3560, -0.3679, -0.2584], [-0.8594, -0.1086, -1.0056], [-1.0176, -1.8584, 0.5864], [1.7502, 1.1374, -0.4998], [1.3382, 0.4017, 0.1836], [-0.6316, 0.4402, 1.4268], [-0.8972, -0.5838, -1.9864], [-1.2481, 0.9146, -0.9651], [0.0128, 1.0055, 1.4422], [-0.7769, -0.8499, 0.2805], [1.9703, -0.0024, 0.9679]]}

{"formula": "C3H7N", "method": "ωB97M-V/def2-TZVPD", "relative_energy_kcal_mol": 105.8, "e_tot_ha": -173.0734, "total_charge": 0, "molar_mass_g_mol": 57.1, "elements": ["H", "C", "C", "H", "N", "H", "H", "H", "H", "C", "H"], "coordinates": [[-0.1179, 1.1439, 1.6722], [1.4312, 0.2956, 0.0766], [-0.7844, -0.9334, 0.1971], [-0.7794, -0.5425, -2.0406], [0.3084, -0.3003, -0.1892], [-0.9695, -1.9355, 0.5429], [2.0332, -0.0691, 0.8992], [-1.3291, 0.8635, -0.9850], [-0.6840, 0.6305, 1.6305], [-0.8646, -0.1265, -1.0341], [1.7695, 1.0875, -0.5774]]}

{"formula": "C3H7N", "method": "ωB97M-V/def2-TZVPD", "relative_energy_kcal_mol": 120.9, "e_tot_ha": -173.0494, "total_charge": 0, "molar_mass_g_mol": 57.1, "elements": ["H", "H", "C", "C", "H", "C", "H", "H", "H", "N", "H"], "coordinates": [[-0.3360, -1.0917, 2.6489], [-0.0149, 1.5359, -2.1425], [0.2901, -0.0042, -0.7592], [-0.7792, -0.9633, 1.6514], [-0.5518, -1.8535, 1.0548], [0.7606, 1.1648, -1.4601], [0.9927, 1.9593, -0.7536], [-1.8714, -0.9170, 1.7893], [0.1875, -1.0172, -1.0906], [-0.3148, 0.2535, 1.1352], [1.6371, 0.9333, -2.0738]]}

{"formula": "C3H7N", "method": "ωB97M-V/def2-TZVPD", "relative_energy_kcal_mol": 28.2, "e_tot_ha": -173.1971, "total_charge": 0, "smiles": "C/C=N/C", "molar_mass_g_mol": 57.1, "elements": ["H", "C", "N", "H", "H", "H", "H", "H", "H", "C", "C"], "coordinates": [[2.1330, -0.1710, 1.0190], [-1.7610, -0.2322, 0.0431], [0.4596, -0.3741, 0.2200], [-2.2876, -0.2625, -0.8169], [1.8817, 1.0144, -0.2560], [-2.2420, 0.2898, 0.7803], [-1.4732, -1.2125, 0.4952], [2.3443, -0.6981, -0.7598], [-0.3850, 1.3481, -0.6377], [1.8009, -0.0689, 0.0458], [-0.4705, 0.3668, -0.1329]]}

{"formula": "C3H7N", "method": "ωB97M-V/def2-TZVPD", "relative_energy_kcal_mol": 33.7, "e_tot_ha": -173.1884, "total_charge": 0, "smiles": "[H]/N=C/CC", "molar_mass_g_mol": 57.1, "elements": ["H", "H", "H", "N", "C", "H", "H", "H", "C", "C", "H"], "coordinates": [[1.7959, -0.5415, -1.1054], [-1.1948, 0.6474, -1.2342], [1.6548, 1.1695, -0.4850], [-2.3340, -0.1723, 0.3344], [1.5160, 0.1322, -0.3146], [0.0938, -1.3296, 0.5845], [-3.1965, 0.2141, 0.0097], [0.2507, 0.1739, 1.5603], [0.2310, -0.2661, 0.5555], [-1.2937, 0.1109, -0.2867], [2.4767, -0.1383, 0.3815]]}

{"formula": "C3H7N2", "method": "ωB97M-V/def2-TZVPD", "relative_energy_kcal_mol": 35.3, "e_tot_ha": -227.6982, "total_charge": 1, "smiles": "[H]/N=C/C[NH+]=C", "molar_mass_g_mol": 71.1, "elements": ["C", "H", "N", "N", "H", "H", "H", "H", "C", "H", "C", "H"], "coordinates": [[0.2627, 1.5642, 0.0342], [-0.5713, -2.5112, -1.0032], [0.5262, 1.4575, 1.2473], [-0.0808, -0.8949, 0.1050], [0.7778, 2.3057, 1.7807], [0.4675, -0.0026, -1.7251], [-0.1921, -2.7854, 0.7596], [0.2231, 2.4505, -0.5329], [-0.0353, 0.3351, -0.7530], [0.0693, -0.3499, 1.0775], [-0.3971, -2.1204, -0.0430], [-1.0499, 0.5513, -0.9471]]}

{"formula": "C3H7N2", "method": "ωB97M-V/def2-TZVPD", "relative_energy_kcal_mol": 82.0, "e_tot_ha": -227.6237, "total_charge": 1, "molar_mass_g_mol": 71.1, "elements": ["C", "N", "C", "H", "H", "H", "C", "N", "H", "H", "H", "H"], "coordinates": [[0.9476, 0.6543, 2.1623], [-0.8656, -0.1814, -0.8378], [-0.2623, -1.2389, -1.2549], [-1.3064, -0.4238, -2.8918], [-0.8981, 0.6155, 1.9610], [0.9295, 0.4820, 3.2607], [-0.4241, -0.2700, -2.2507], [-0.0894, 0.6682, 1.4752], [0.1604, 0.5972, -2.6541], [1.9490, 0.9226, 1.8336], [-0.2896, 0.3889, 0.3344], [0.1489, -2.2145, -1.1381]]}

{"formula": "C3H7N2O", "method": "ωB97M-V/def2-TZVPD", "relative_energy_kcal_mol": 86.3, "e_tot_ha": -302.9025, "total_charge": 1, "molar_mass_g_mol": 87.1, "elements": ["H", "C", "H", "O", "N", "H", "N", "H", "H", "H", "H", "C", "C"], "coordinates": [[0.4154, -1.8314, 0.4783], [2.4999, 0.3494, -0.0207], [-2.1482, -0.8252, -0.4154], [2.8909, -0.6900, -0.2167], [0.1577, 0.2249, 0.2179], [-1.9801, -2.3517, 0.2485], [-1.4864, -1.4543, -0.1023], [-0.3085, 2.0931, 0.6966], [2.5380, 1.3536, 0.1496], [-0.1434, 1.7224, -1.1414], [-1.6381, 1.0638, 0.0854], [-0.5557, 1.3517, -0.1618], [-0.2417, -1.0063, 0.1820]]}

{"formula": "C3H7N2O", "method": "ωB97M-V/def2-TZVPD", "relative_energy_kcal_mol": 86.2, "e_tot_ha": -302.9027, "total_charge": 1, "smiles": "NO/C=C\\C=[NH2+]", "molar_mass_g_mol": 87.1, "elements": ["H", "C", "H", "H", "C", "O", "H", "C", "H", "N", "H", "N", "H"], "coordinates": [[-0.8324, 0.9161, -2.6181], [0.5100, 0.6105, -1.0105], [1.3608, 0.7669, -1.6275], [-1.6426, -1.1975, 0.4234], [0.5593, 0.3394, 0.3374], [-1.8050, 0.0947, -1.0731], [1.5296, -1.4637, 0.3599], [-0.6579, 0.5205, -1.6446], [-2.3002, 0.2763, 0.8355], [1.3588, -0.5611, 0.8364], [1.3064, -0.5283, 1.8379], [-1.5034, -0.1919, 0.3271], [0.3492, 1.1411, 1.1668]]}

{"formula": "C3H7N2O", "method": "ωB97M-V/def2-TZVPD", "relative_energy_kcal_mol": 74.0, "e_tot_ha": -302.9221, "total_charge": 1, "smiles": "C[C@H]1[NH+]=CNO1", "molar_mass_g_mol": 87.1, "elements": ["O", "N", "H", "C", "C", "H", "N", "C", "H", "H", "H", "H", "H"], "coordinates": [[0.9030, -1.3029, -0.1980], [1.9514, -0.5127, 0.2484], [0.2593, 1.8736, -0.5787], [1.7345, 0.7251, 0.0757], [-0.1780, -0.3851, -0.6155], [-1.6022, -1.4838, 0.4451], [0.5827, 0.8927, -0.4267], [-1.4479, -0.4582, 0.2410], [-1.3990, -0.1057, 1.1767], [-0.3625, -0.5363, -1.6909], [2.5440, 1.5312, 0.3842], [-2.3320, -0.1525, -0.1991], [2.7382, -1.0979, 0.5158]]}